No. 1
{
  "formula": "C4H8N2OS",
  "method": "ωB97M-V with the def2-TZVPD basis set",
  "e_above_lowest_kj_mol": 319.91,
  "gap_ha": 0.3562,
  "charge": 0,
  "molar_mass_g_mol": 132.19,
  "smiles": "CSN(C)/C=N\\C=O",
  "homo_ev": -9.17,
  "symbols": ["C", "S", "N", "C", "C", "N", "C", "O", "H", "H", "H", "H", "H", "H", "H", "H"],
  "coordinates": [[-2.62, -0.14, 0.61], [-1.87, -0.51, -0.95], [-0.16, -0.26, -0.62], [0.22, 1.13, -0.37], [0.78, -1.36, -0.45], [2.04, -1.29, -0.06], [2.93, -0.30, 0.19], [3.38, 0.31, -0.78], [-3.81, 0.23, 0.20], [-2.28, 0.94, 0.91], [-2.58, -0.86, 1.38], [-0.73, 1.62, -0.22], [0.64, 1.10, 0.57], [0.71, 1.77, -1.24], [0.06, -2.15, -0.41], [3.28, -0.22, 1.23]],
  "lowdin_charge": [-0.442, 0.840, -0.469, -0.128, -0.130, 0.094, -0.377, -0.003, 0.133, 0.047, 0.000, 0.030, 0.052, 0.145, 0.084, 0.125]
}

=====

No. 2
{
  "formula": "C5H13N2O",
  "method": "ωB97M-V with the def2-TZVPD basis set",
  "e_above_lowest_kj_mol": 303.38,
  "gap_ha": [0.2043, 0.2401],
  "spin_multiplicity": 3,
  "charge": 1,
  "molar_mass_g_mol": 117.17,
  "homo_ev": [-8.49, -14.69],
  "symbols": ["C", "C", "C", "C", "C", "N", "N", "O", "H", "H", "H", "H", "H", "H", "H", "H", "H", "H", "H", "H", "H"],
  "coordinates": [[-0.55, 0.66, 0.61], [-0.42, -0.83, -0.31], [1.66, -0.60, 0.42], [-1.14, 1.80, -0.20], [-1.65, -1.68, -0.19], [2.20, -0.46, -0.84], [0.81, 0.93, 0.92], [0.58, -1.44, 0.43], [-1.13, 0.47, 1.46], [-0.16, -0.60, -1.36], [2.47, -0.90, 1.09], [-0.61, 1.88, -1.16], [-0.95, 2.74, 0.30], [-2.26, 1.67, -0.24], [-2.50, -1.42, -0.75], [-1.96, -1.66, 0.85], [-1.45, -2.67, -0.51], [3.21, -0.43, -0.99], [1.60, -0.48, -1.65], [1.20, 1.63, 0.27], [1.05, 1.39, 1.85]],
  "lowdin_charge": [-0.275, -0.269, -0.359, -0.042, -0.003, 0.282, 0.063, 0.016, 0.133, 0.145, 0.154, 0.087, 0.084, 0.121, 0.075, 0.102, 0.087, 0.163, 0.118, 0.138, 0.181]
}

=====

No. 3
{
  "formula": "C49H46GeI2IrN3O2P",
  "method": "ωB97M-V with the def2-TZVPD basis set",
  "e_above_lowest_kj_mol": 5.51,
  "gap_ha": [0.2635, 0.1266],
  "spin_multiplicity": 6,
  "charge": 4,
  "molar_mass_g_mol": 1258.54,
  "homo_ev": [-17.18, -17.93],
  "symbols": ["Ir", "I", "C", "C", "C", "I", "C", "O", "C", "C", "N", "C", "C", "C", "C", "C", "C", "N", "C", "H", "H", "H", "H", "H", "H", "H", "H", "H", "H", "H", "C", "C", "C", "C", "C", "O", "C", "N", "C", "C", "C", "C", "C", "C", "P", "C", "C", "C", "C", "C", "C", "C", "C", "C", "C", "C", "C", "H", "H", "H", "H", "H", "H", "H", "H", "H", "H", "H", "H", "H", "H", "H", "H", "H", "H", "H", "H", "H", "H", "H", "H", "Ge", "C", "C", "C", "C", "C", "C", "C", "C", "C", "C", "C", "C", "H", "H", "H", "H", "H", "H", "H", "H", "H", "H", "H"],
  "coordinates": [[0.70, -0.60, -0.18], [-0.13, -8.49, 1.65], [-0.12, -6.63, 0.89], [-0.74, -6.39, -0.34], [-0.75, -5.10, -0.88], [-1.73, -4.96, -2.65], [-0.10, -3.97, -0.21], [-0.07, -2.81, -0.70], [0.53, -4.29, 1.06], [1.17, -3.25, 1.92], [1.78, -2.10, 1.22], [2.48, -1.29, 2.23], [3.35, -0.32, 1.52], [4.51, 0.13, 2.09], [5.34, 0.98, 1.38], [4.96, 1.32, 0.09], [3.77, 0.85, -0.41], [2.95, 0.04, 0.29], [0.51, -5.56, 1.57], [-1.21, -7.21, -0.88], [0.45, -2.86, 2.63], [1.96, -3.74, 2.50], [2.48, -2.46, 0.57], [3.10, -1.93, 2.87], [1.74, -0.81, 2.87], [4.79, -0.20, 3.09], [6.26, 1.35, 1.80], [5.58, 1.96, -0.53], [3.47, 1.11, -1.41], [1.01, -5.76, 2.51], [1.53, -1.89, -3.46], [0.33, -1.21, -4.12], [0.01, -1.92, -5.44], [-0.87, -1.22, -3.14], [-2.24, -0.95, -3.78], [-2.75, 0.22, -3.06], [-1.84, 0.58, -2.17], [-0.78, -0.16, -2.09], [-2.14, 1.80, -1.42], [-3.38, 2.41, -1.60], [-3.65, 3.62, -0.97], [-2.70, 4.21, -0.16], [-1.47, 3.60, 0.04], [-1.18, 2.39, -0.59], [0.50, 1.74, -0.57], [1.33, 2.64, 0.75], [1.03, 2.28, 2.06], [1.56, 2.98, 3.13], [2.40, 4.06, 2.88], [2.72, 4.42, 1.58], [2.19, 3.71, 0.50], [1.12, 2.29, -2.18], [0.86, 3.62, -2.53], [1.34, 4.14, -3.72], [2.07, 3.34, -4.58], [2.32, 2.01, -4.25], [1.83, 1.49, -3.06], [1.70, -1.54, -2.43], [1.40, -2.97, -3.41], [2.45, -1.69, -4.02], [0.58, -0.17, -4.33], [-0.39, -2.92, -5.27], [0.91, -2.03, -6.03], [-0.70, -1.36, -6.05], [-0.86, -2.16, -2.64], [-2.96, -1.75, -3.65], [-2.20, -0.68, -4.83], [-4.11, 1.96, -2.26], [-4.61, 4.11, -1.14], [-2.91, 5.16, 0.32], [-0.73, 4.08, 0.67], [0.35, 1.45, 2.23], [1.31, 2.71, 4.15], [2.82, 4.62, 3.71], [3.37, 5.27, 1.39], [2.44, 4.00, -0.51], [0.27, 4.26, -1.87], [1.13, 5.17, -3.98], [2.45, 3.74, -5.51], [2.87, 1.37, -4.93], [2.01, 0.45, -2.83], [-1.47, -0.72, 1.10], [-2.92, 0.59, 1.33], [-2.85, 1.72, 2.19], [-3.97, 2.46, 2.45], [-5.20, 2.08, 1.87], [-5.29, 0.96, 1.01], [-4.16, 0.22, 0.75], [-1.28, -1.36, 2.94], [-1.98, -2.54, 3.21], [-1.99, -3.07, 4.50], [-1.29, -2.43, 5.52], [-0.60, -1.25, 5.26], [-0.60, -0.71, 3.98], [-2.19, -1.86, 0.36], [-1.92, 1.98, 2.69], [-3.93, 3.31, 3.12], [-6.10, 2.64, 2.11], [-6.24, 0.69, 0.57], [-4.24, -0.66, 0.12], [-2.55, -3.04, 2.44], [-2.55, -3.97, 4.71], [-1.30, -2.84, 6.52], [-0.08, -0.74, 6.06], [-0.08, 0.23, 3.81]],
  "lowdin_charge": [0.980, 1.392, -0.708, -0.169, -0.558, 1.455, -0.366, -0.164, -0.087, -0.126, -0.134, -0.137, -0.270, 0.023, 0.013, -0.006, -0.102, 0.005, -0.058, 0.096, 0.108, 0.144, 0.140, 0.144, 0.113, 0.138, 0.137, 0.133, 0.089, 0.132, -0.068, -0.367, -0.037, -0.270, -0.021, 0.050, -0.339, 0.047, -0.152, 0.018, -0.014, -0.022, -0.065, -0.301, 0.988, -0.387, -0.133, -0.048, -0.031, -0.030, -0.063, -0.335, -0.073, -0.029, -0.022, -0.040, -0.142, 0.031, 0.087, 0.102, 0.118, 0.079, 0.100, 0.084, 0.038, 0.125, 0.130, 0.139, 0.132, 0.134, 0.121, 0.042, 0.117, 0.126, 0.127, 0.112, 0.112, 0.128, 0.129, 0.126, 0.060, 0.892, -0.236, -0.044, -0.001, 0.075, 0.009, -0.069, -0.377, -0.139, -0.054, -0.037, -0.044, -0.126, -0.004, 0.113, 0.140, 0.145, 0.138, 0.109, 0.093, 0.119, 0.125, 0.122, 0.078]
}

=====

No. 4
{
  "formula": "C23H34Cl8FN2O2S",
  "method": "ωB97M-V with the def2-TZVPD basis set",
  "gap_ha": 0.2528,
  "charge": 1,
  "molar_mass_g_mol": 705.23,
  "homo_ev": -11.00,
  "symbols": ["C", "S", "O", "O", "C", "C", "C", "C", "C", "C", "F", "C", "C", "N", "N", "C", "C", "C", "C", "C", "C", "C", "C", "C", "C", "H", "H", "H", "H", "H", "H", "H", "H", "H", "H", "H", "H", "H", "H", "H", "H", "H", "H", "H", "H", "H", "H", "H", "H", "H", "H", "C", "Cl", "Cl", "H", "H", "C", "Cl", "Cl", "H", "H", "C", "Cl", "Cl", "H", "H", "C", "Cl", "Cl", "H", "H"],
  "coordinates": [[-5.14, -0.14, -1.44], [-4.45, 0.03, 0.26], [-4.89, 1.25, 0.92], [-4.74, -1.18, 1.03], [-2.62, 0.03, 0.01], [-2.07, 0.64, -1.21], [-0.62, 0.62, -1.39], [-0.05, 1.30, -2.67], [-0.06, 2.89, -2.36], [1.39, 3.51, -2.24], [1.46, 4.74, -2.94], [0.19, -0.03, -0.35], [1.76, -0.07, -0.60], [1.98, -1.09, -1.68], [-0.35, -0.59, 0.78], [0.43, -1.22, 1.88], [0.83, -0.07, 2.89], [-0.30, 0.34, 3.91], [-0.16, 1.81, 4.44], [0.41, 2.92, 3.69], [0.47, 4.25, 4.30], [-0.06, 4.54, 5.64], [-0.63, 3.42, 6.39], [-0.69, 2.09, 5.78], [-1.73, -0.58, 0.96], [-6.22, -0.43, -1.44], [-4.92, 0.82, -1.98], [-4.48, -0.92, -1.93], [-2.70, 1.11, -2.00], [-0.72, 1.15, -3.55], [1.01, 1.02, -2.92], [-0.56, 3.09, -1.37], [-0.56, 3.45, -3.20], [2.19, 2.85, -2.65], [1.67, 3.74, -1.18], [2.31, -0.42, 0.31], [2.09, 0.94, -0.96], [1.10, -1.60, -1.83], [2.17, -0.63, -2.57], [1.36, -1.74, 1.52], [-0.17, -2.01, 2.42], [1.23, 0.78, 2.28], [1.70, -0.46, 3.50], [-1.34, 0.23, 3.52], [-0.21, -0.33, 4.81], [0.82, 2.77, 2.65], [0.93, 5.12, 3.77], [-0.04, 5.56, 6.09], [-1.01, 3.57, 7.42], [-1.14, 1.24, 6.34], [-2.17, -1.05, 1.87], [4.83, -2.21, 0.96], [3.71, -3.13, -0.05], [3.98, -1.29, 2.21], [5.52, -2.91, 1.44], [5.38, -1.52, 0.33], [-3.79, -4.42, -2.35], [-5.54, -4.16, -2.33], [-2.92, -2.97, -1.80], [-3.55, -5.24, -1.68], [-3.48, -4.65, -3.36], [3.85, -7.15, -1.62], [3.39, -5.55, -2.22], [3.93, -7.17, 0.15], [3.11, -7.87, -1.95], [4.83, -7.40, -2.02], [0.80, 1.99, -6.25], [-0.13, 3.48, -6.08], [1.88, 1.75, -4.87], [0.11, 1.15, -6.31], [1.39, 2.05, -7.16]],
  "lowdin_charge": [-0.132, 0.659, -0.303, -0.336, -0.193, 0.050, -0.096, -0.182, -0.138, -0.222, -0.083, -0.058, -0.149, 0.000, 0.008, -0.110, -0.174, -0.144, -0.197, -0.047, -0.078, -0.073, -0.068, -0.040, 0.018, 0.095, 0.070, 0.008, 0.132, 0.117, -0.003, 0.116, 0.093, 0.056, 0.123, 0.045, 0.123, 0.083, 0.063, 0.077, 0.152, 0.099, 0.095, 0.107, 0.125, 0.088, 0.099, 0.102, 0.101, 0.105, 0.150, -0.963, 0.516, 0.573, 0.034, 0.035, -0.990, 0.536, 0.538, 0.034, 0.032, -1.015, 0.468, 0.501, 0.027, 0.029, -0.949, 0.560, 0.638, 0.032, 0.034]
}

=====

No. 5
{
  "formula": "H8O4",
  "method": "ωB97M-V with the def2-TZVPD basis set",
  "e_above_lowest_kj_mol": 456.80,
  "gap_ha": 0.3815,
  "charge": 0,
  "molar_mass_g_mol": 72.06,
  "homo_ev": -10.23,
  "symbols": ["H", "H", "H", "H", "H", "H", "H", "H", "O", "O", "O", "O"],
  "coordinates": [[-1.37, 1.70, 1.11], [0.30, 1.62, 0.53], [-1.39, 0.22, -0.37], [-2.62, -0.95, -0.72], [-0.13, -1.48, -0.19], [1.36, -2.10, -0.37], [1.28, -0.20, -0.12], [2.41, 0.72, 0.35], [-0.59, 1.76, -0.08], [-1.82, -0.66, -0.06], [0.90, -1.34, 0.21], [1.68, 0.69, -0.30]],
  "lowdin_charge": [0.282, 0.070, 0.010, 0.139, 0.151, 0.164, -0.169, 0.051, -0.285, -0.193, -0.087, -0.133]
}